The following is a DFT calculation (ωB97M-V/def2-TZVPD) of a cluster of 11 separate species, C27H67F3O13 in total at a distorted geometry.

```
110
Properties=species:S:1:pos:R:3:mulliken_charge:R:1
O 4.289 -1.822 2.476 -0.437
C 3.545 -1.831 1.615 0.554
O 3.439 -2.805 0.654 -0.384
C 2.137 -2.700 -0.023 -0.411
C 1.444 -1.761 0.979 0.290
C 0.347 -0.799 0.501 -0.443
C -0.705 -1.442 -0.442 -0.071
C -2.051 -1.601 0.316 0.058
F -3.051 -0.707 0.210 -0.279
C -2.219 -2.710 1.137 -0.200
F -1.979 -2.660 2.434 -0.080
F -2.588 -3.863 0.609 -0.247
O 2.565 -0.919 1.290 -0.465
H 1.756 -3.728 -0.031 0.296
H 2.420 -2.320 -1.009 0.218
H 1.147 -2.343 1.867 0.269
H 0.843 0.078 0.070 0.055
H -0.196 -0.435 1.390 0.425
H -0.411 -2.402 -0.890 0.793
H -0.905 -0.740 -1.263 0.027
C 6.633 -5.367 3.666 -0.897
C 7.235 -4.227 2.868 -0.166
O 7.002 -4.410 1.472 -0.540
H 7.060 -6.321 3.352 0.209
H 6.816 -5.234 4.733 0.229
H 5.554 -5.428 3.500 0.398
H 8.314 -4.184 3.020 0.277
H 6.804 -3.269 3.173 0.200
H 6.048 -4.437 1.338 0.280
C 1.413 1.772 -2.835 -0.757
C 2.139 0.478 -3.143 -0.476
O 1.453 -0.616 -2.537 -0.337
H 1.349 1.919 -1.756 0.172
H 1.922 2.630 -3.278 0.427
H 0.388 1.740 -3.213 0.184
H 3.152 0.499 -2.741 0.328
H 2.201 0.309 -4.223 0.294
H 0.560 -0.633 -2.901 0.177
C -4.334 0.259 -3.658 -1.028
C -3.184 -0.724 -3.762 -0.271
O -2.858 -1.257 -2.480 -0.341
H -4.078 1.075 -2.980 0.155
H -4.581 0.677 -4.636 0.382
H -5.224 -0.229 -3.252 0.357
H -2.292 -0.229 -4.148 0.241
H -3.439 -1.549 -4.435 0.295
H -3.650 -1.701 -2.153 0.204
C -1.576 -2.669 6.630 -0.968
C -2.532 -1.515 6.390 -0.239
O -2.109 -0.731 5.277 -0.465
H -0.567 -2.296 6.813 0.266
H -1.892 -3.266 7.487 0.342
H -1.526 -3.317 5.752 0.265
H -2.565 -0.858 7.259 0.292
H -3.544 -1.886 6.198 0.259
H -2.090 -1.309 4.507 0.244
C -1.261 5.776 -1.684 -1.094
C -0.524 4.495 -2.019 -0.214
O -1.179 3.365 -1.438 -0.295
H -1.318 5.909 -0.601 0.285
H -0.762 6.640 -2.120 0.221
H -2.283 5.742 -2.056 0.338
H 0.493 4.523 -1.627 0.285
H -0.471 4.349 -3.104 0.323
H -2.074 3.336 -1.795 0.154
C -2.871 9.980 -3.566 -1.173
C -2.146 8.690 -3.898 0.079
O -2.819 7.573 -3.316 -0.461
H -2.932 10.116 -2.485 0.330
H -2.359 10.840 -4.001 0.336
H -3.896 9.955 -3.945 0.328
H -1.131 8.710 -3.501 0.284
H -2.090 8.546 -4.982 0.010
H -3.713 7.553 -3.676 0.270
C -3.663 -7.395 2.377 -0.998
C -4.759 -6.499 2.923 -0.186
O -4.263 -5.187 3.172 -0.444
H -2.831 -7.451 3.081 0.256
H -4.038 -8.404 2.193 0.354
H -3.267 -6.994 1.441 0.277
H -5.138 -6.890 3.866 0.286
H -5.593 -6.434 2.216 0.254
H -3.937 -4.836 2.336 0.193
C -1.700 6.941 -8.944 -1.002
C -2.746 7.824 -8.289 -0.191
O -2.191 9.087 -7.932 -0.508
H -0.855 6.787 -8.271 0.272
H -2.120 5.969 -9.210 0.315
H -1.309 7.412 -9.849 0.316
H -3.119 7.360 -7.376 0.228
H -3.592 7.987 -8.964 0.294
H -1.870 9.504 -8.740 0.289
C -2.445 2.414 1.954 -0.491
C -3.855 2.966 1.888 -0.356
O -3.871 4.225 1.218 -0.505
H -1.786 3.111 2.474 0.309
H -2.423 1.454 2.474 0.148
H -2.039 2.278 0.948 0.082
H -4.254 3.123 2.890 0.322
H -4.516 2.272 1.358 0.241
H -3.526 4.086 0.329 0.263
C 9.176 -8.274 5.906 -1.005
C 9.762 -7.089 5.161 -0.255
O 9.313 -5.862 5.728 -0.480
H 8.085 -8.239 5.878 0.264
H 9.509 -9.216 5.468 0.323
H 9.471 -8.253 6.958 0.323
H 9.448 -7.101 4.118 0.269
H 10.856 -7.115 5.193 0.307
H 9.598 -5.843 6.649 0.270
```

## Properties
molar mass: 656.81 g mol⁻¹
E_tot: -63847.79965 eV
SMILES: O=C1OC[C@H](CCC(F)=C(F)F)O1.CCO.CCO.CCO.CCO.CCO.CCO.CCO.CCO.CCO.CCO
HOMO level: -7.8124 eV
orbital gap: 7.08 eV